Entry from the Open Molecules 2025 dataset: C36H40N5O4RuSTe as an isolated structure at a distorted geometry (ωB97M-V/def2-TZVPD).

Output
Strongest force on any atom in hartree/bohr: 0.0278
HOMO energy (spin up / spin down) in hartree: -0.3641 / -0.3824
Molecular weight in g mol⁻¹: 867.5
ΔE to the lowest compared entry with this formula, charge and spin in kJ/mol: 72.3

Geometry as ORCA input:
```
! wB97M-V def2-TZVPD RIJCOSX def2/J DEFGRID3
* xyz 1 5
Ru 0.109 -0.165 0.158
C -0.486 -0.974 5.411
N -1.124 -1.683 4.319
C -2.177 -2.561 4.439
C -2.518 -2.954 3.204
N -1.665 -2.312 2.302
C -0.813 -1.516 3.018
S 0.501 -0.586 2.533
C -1.805 -2.540 0.911
C -2.240 -3.802 0.516
C -2.651 -4.000 -0.786
C -2.632 -2.922 -1.658
C -2.098 -1.733 -1.212
N -1.644 -1.540 0.037
H -0.899 -1.333 6.349
H -0.679 0.095 5.320
H 0.589 -1.144 5.398
H -2.604 -2.829 5.389
H -3.320 -3.587 2.878
H -2.246 -4.616 1.226
H -3.002 -4.970 -1.109
H -3.001 -3.009 -2.669
H -2.031 -0.878 -1.867
C 4.386 1.539 0.260
C 2.927 1.401 0.580
N 2.384 2.326 1.381
O 2.273 0.447 0.143
H 4.657 2.582 0.106
H 4.613 0.968 -0.636
H 4.970 1.133 1.087
H 2.905 3.109 1.730
H 1.415 2.233 1.652
C -4.306 6.446 -5.967
C -3.496 5.356 -5.324
C -3.505 4.056 -5.811
C -2.780 3.046 -5.194
C -2.820 1.648 -5.760
C -2.016 3.343 -4.055
Te -1.004 1.654 -3.086
N 0.187 -0.066 -1.701
C 0.803 -0.782 -2.656
O 0.762 -0.414 -3.844
C 1.478 -2.075 -2.314
C 1.966 -2.861 -3.354
C 2.551 -4.088 -3.082
C 2.643 -4.543 -1.775
C 2.163 -3.760 -0.734
C 1.597 -2.527 -1.007
C 0.852 2.660 -3.120
C 1.403 3.105 -1.926
C 2.554 3.877 -1.942
C 3.180 4.150 -3.148
C 2.655 3.652 -4.329
C 1.474 2.915 -4.344
C 0.896 2.439 -5.645
C -2.014 4.644 -3.535
C -1.280 5.021 -2.275
C -2.745 5.630 -4.190
H -4.745 6.118 -6.907
H -3.686 7.324 -6.151
H -5.117 6.752 -5.302
H -4.095 3.820 -6.689
H -3.446 1.605 -6.649
H -3.222 0.950 -5.022
H -1.819 1.309 -6.031
H 1.879 -2.487 -4.364
H 2.927 -4.693 -3.896
H 3.097 -5.501 -1.559
H 2.231 -4.112 0.287
H 1.276 -1.893 -0.177
H 0.910 2.860 -0.997
H 2.952 4.286 -1.022
H 4.072 4.762 -3.175
H 3.173 3.841 -5.261
H 1.631 2.501 -6.446
H 0.043 3.064 -5.924
H 0.572 1.402 -5.551
H -1.130 4.157 -1.632
H -1.847 5.776 -1.728
H -0.303 5.448 -2.509
H -2.740 6.637 -3.786
C -3.196 2.729 0.415
C -1.990 1.826 0.538
O -1.902 0.988 1.448
O -1.056 1.958 -0.325
H -4.005 2.357 1.037
H -3.507 2.771 -0.630
H -2.935 3.740 0.729
*
```